Formula: C39H37F2N4O3PbS
Source: OMol25
Level of theory: the ωB97M-V functional and the def2-TZVPD basis

Geometry (Å):
Pb 1.12 -0.16 1.89
C 2.60 -1.58 5.54
C 2.86 -1.94 4.10
C 2.18 -3.00 3.49
C 2.43 -3.34 2.17
C 3.36 -2.63 1.42
C 4.03 -1.56 2.00
C 3.77 -1.22 3.33
H 1.80 -0.84 5.62
H 3.49 -1.15 6.00
H 2.31 -2.46 6.12
H 1.47 -3.58 4.07
H 1.91 -4.18 1.72
H 3.57 -2.92 0.40
H 4.77 -1.01 1.44
H 4.33 -0.41 3.79
C 2.24 2.41 -5.43
C 1.32 1.20 -5.41
C 1.80 0.16 -6.42
C 0.89 -1.05 -6.42
C 0.78 -1.63 -5.04
C 0.54 -2.97 -4.84
C 0.43 -3.48 -3.55
F 0.23 -4.79 -3.40
C 0.52 -2.68 -2.45
C 0.77 -1.31 -2.62
C 0.86 -0.46 -1.44
O 0.59 -0.97 -0.32
C 1.23 0.89 -1.67
C 1.38 1.32 -2.97
N 1.23 0.57 -4.06
C 0.93 -0.78 -3.91
C 1.45 1.97 -0.64
O 1.62 3.11 -1.01
O 1.45 1.64 0.63
H 2.36 2.73 -6.46
H 3.22 2.16 -5.03
H 1.84 3.26 -4.88
H 0.31 1.51 -5.68
H 2.82 -0.13 -6.18
H 1.81 0.63 -7.41
H 1.26 -1.82 -7.11
H -0.11 -0.77 -6.78
H 0.45 -3.63 -5.69
H 0.41 -3.08 -1.45
H 1.64 2.36 -3.11
F -6.45 -4.30 -2.19
C -5.43 -3.83 -1.45
C -5.58 -3.76 -0.08
C -4.53 -3.28 0.68
C -3.34 -2.87 0.08
C -2.20 -2.30 0.91
C -3.22 -2.96 -1.30
C -4.27 -3.45 -2.08
H -6.51 -4.08 0.38
H -4.64 -3.22 1.76
H -1.28 -2.34 0.32
H -2.06 -2.90 1.81
H -2.30 -2.66 -1.79
H -4.19 -3.53 -3.15
S -0.03 1.41 3.81
C 0.21 3.11 3.56
N -0.24 3.93 4.50
C -0.13 5.39 4.41
C 1.16 5.71 3.67
C 1.13 5.03 2.32
N 0.82 3.61 2.50
H -0.73 3.51 5.28
H -0.14 5.80 5.41
H -1.00 5.79 3.87
H 2.00 5.34 4.25
H 1.27 6.79 3.56
H 2.10 5.10 1.83
H 0.39 5.49 1.66
H 0.99 2.98 1.70
N -3.21 4.25 2.74
C -3.15 3.16 2.38
C -3.01 1.79 1.97
C -2.46 1.49 0.73
C -2.21 0.17 0.40
C -2.47 -0.86 1.30
C -3.06 -0.55 2.52
C -3.33 0.77 2.86
H -2.24 2.28 0.03
H -1.82 -0.08 -0.58
H -3.29 -1.34 3.23
H -3.79 1.01 3.81

As for the spin multiplicity: 1. The value obtained for the largest force on an atom is 0.0086 hartree/bohr. The value obtained for the HOMO energy is -0.4012 Ha. Its lowest unoccupied orbital energy is -0.1011 Ha. As for the net charge: +1. As for the gap between HOMO and LUMO: 8.2 eV.

The net atomic charges from Mulliken, expressed in e, are: 1.307, -1.320, 0.839, -0.463, -0.539, -0.277, -0.669, -0.592, 0.176, 0.401, 0.408, 0.404, 0.454, 0.420, 0.408, 0.375, -1.838, 0.474, -0.986, -1.114, 0.967, -0.702, -0.082, -0.363, -0.903, 1.164, 1.255, -1.074, -0.594, -0.541, 0.298, -1.089, 0.506, -0.749, -0.741, 0.448, 0.395, 0.526, 0.153, 0.332, 0.390, 0.473, 0.354, 0.527, 0.717, 0.720, -0.327, 0.333, -0.728, -0.328, 0.078, -0.622, 0.203, -0.755, 0.452, 0.361, -0.636, 0.733, 0.259, 0.471, -0.505, 0.329, -0.051, -0.616, -0.715, -0.463, 0.614, 0.238, 0.416, 0.275, 0.296, 0.373, 0.347, 0.339, -0.186, -0.579, 0.047, 0.249, -0.495, 0.455, 0.365, -0.336, -0.955, 0.514, 0.378, 0.463, 0.453



Formula: C8H6Cl2N2O2S
Source: OMol25
Level of theory: the ωB97M-V functional and the def2-TZVPD basis

Geometry (Å):
C 1.58 1.48 2.37
C 0.74 0.51 2.71
C 1.75 1.90 1.10
C 0.11 0.18 0.43
C 0.05 -0.20 1.78
C 0.96 1.25 0.16
C -0.92 -0.32 -0.49
C -1.38 -1.43 -2.55
N -0.87 -1.16 2.08
N -0.68 -0.92 -1.53
O 0.15 -2.78 0.30
O -2.23 -2.88 0.82
S -1.00 -2.17 0.91
Cl 1.20 1.79 -1.57
Cl -2.54 0.01 -0.06
H 2.29 1.72 3.13
H 0.53 0.25 3.77
H 2.30 2.72 0.79
H -0.81 -1.33 -3.50
H -2.36 -0.96 -2.55
H -1.50 -2.50 -2.36

The energy above the lowest of the compared OMol25 structures with the same formula, charge and spin is 216.4 kJ/mol. As for the spin multiplicity: 1. The value obtained for the largest force on an atom is 0.0836 hartree/bohr. The value obtained for the HOMO energy is -0.3397 Ha. Its lowest unoccupied orbital energy is -0.0591 Ha. As for the gap between HOMO and LUMO: 7.6 eV.

The net atomic charges from Mulliken, expressed in e, are: -0.290, -0.607, -0.990, -0.003, 1.038, 0.461, 0.071, -0.879, -0.536, -0.112, -0.453, -0.484, 0.927, -0.221, -0.109, 0.358, 0.384, 0.512, 0.280, 0.370, 0.283



Formula: C5H14N2OS
Source: OMol25
Level of theory: the ωB97M-V functional and the def2-TZVPD basis

Geometry (Å):
C 0.40 0.52 -1.07
C -0.24 1.41 -0.12
C -2.02 3.22 0.36
C 0.38 -2.34 2.36
C 1.38 -2.02 -0.12
N 1.52 -2.51 -1.49
N -0.98 2.63 -0.60
O -0.83 0.19 -0.56
S -0.19 -2.07 0.68
H 0.50 0.87 -2.15
H 0.21 1.63 0.88
H -1.66 3.35 1.47
H -2.27 4.17 -0.16
H -2.82 2.50 0.28
H -0.41 -2.12 3.12
H 1.40 -1.93 2.43
H 0.56 -3.39 2.50
H 2.35 -1.81 0.29
H 0.66 -2.52 -2.19
H 1.74 -3.50 -1.45
H 2.24 -2.00 -2.11
H -0.43 3.40 -0.89
H -1.50 2.31 -1.45

The energy above the lowest of the compared OMol25 structures with the same formula, charge and spin is 212.4 kJ/mol. As for the spin multiplicity: 1. The value obtained for the largest force on an atom is 0.0726 hartree/bohr. The value obtained for the HOMO energy (spin up / spin down) is -0.6107 / -0.5562 Ha. Its lowest unoccupied orbital energy (spin up / spin down) is -0.2807 / -0.3011 Ha. As for the net charge: +2. As for the gap between HOMO and LUMO (spin up / spin down): 9.0 / 6.9 eV.

The net atomic charges from Mulliken, expressed in e, are: -0.358, 0.071, -0.776, -0.820, -0.577, -0.321, -0.158, -0.331, 0.153, 0.236, 0.400, 0.329, 0.353, 0.347, 0.364, 0.286, 0.357, 0.434, 0.421, 0.372, 0.422, 0.375, 0.420



Formula: C31H47BN8PtSSe
Source: OMol25
Level of theory: the ωB97M-V functional and the def2-TZVPD basis

Geometry (Å):
Pt 0.35 0.43 -0.22
C 3.00 -4.17 -0.92
C 2.93 -2.64 -0.86
C 2.14 -2.10 -2.05
C 2.38 -2.22 0.48
C 2.88 -2.68 1.72
C 2.05 -2.13 2.67
N 1.13 -1.38 2.04
N 1.32 -1.44 0.70
B -0.13 -0.75 2.67
N -0.05 0.78 2.79
C -0.10 1.51 3.91
C -0.31 2.82 3.56
C -0.40 2.82 2.16
N -0.25 1.57 1.72
C -0.66 4.04 1.32
C 0.62 4.88 1.24
C -1.21 3.72 -0.07
N -1.34 -1.09 1.77
C -2.42 -1.80 2.14
C -3.24 -1.95 1.05
C -2.58 -1.28 0.01
N -1.44 -0.78 0.47
C -2.98 -1.17 -1.43
C -2.11 -2.11 -2.27
C -4.47 -1.48 -1.62
H 3.37 -4.49 -1.90
H 2.01 -4.60 -0.77
H 3.67 -4.56 -0.16
H 3.95 -2.25 -0.92
H 1.17 -2.61 -2.12
H 2.70 -2.28 -2.98
H 1.97 -1.04 -1.95
H 3.72 -3.33 1.88
H 2.07 -2.21 3.74
H -0.29 -1.22 3.76
H 0.01 1.05 4.88
H -0.41 3.67 4.22
H -1.41 4.63 1.86
H 1.41 4.31 0.76
H 0.96 5.15 2.24
H 0.44 5.80 0.68
H -0.56 3.01 -0.57
H -1.27 4.62 -0.68
H -2.20 3.27 0.01
H -2.53 -2.15 3.16
H -4.19 -2.46 1.01
H -2.79 -0.14 -1.75
H -2.16 -3.13 -1.88
H -1.07 -1.78 -2.24
H -2.45 -2.12 -3.31
H -4.69 -2.51 -1.34
H -4.74 -1.36 -2.67
H -5.09 -0.81 -1.03
S 0.23 1.09 -2.76
C -1.02 0.48 -3.71
N -2.27 0.96 -3.61
C -3.36 0.58 -4.50
C -2.79 0.12 -5.83
C -1.73 -0.94 -5.60
N -0.78 -0.47 -4.61
H -2.39 1.70 -2.94
H -4.00 1.45 -4.64
H -3.96 -0.22 -4.05
H -2.35 0.98 -6.35
H -3.59 -0.28 -6.46
H -1.20 -1.16 -6.53
H -2.20 -1.87 -5.27
H 0.16 -0.84 -4.61
C 6.59 3.83 -4.17
C 5.54 3.18 -3.31
C 5.78 2.00 -2.63
C 4.85 1.44 -1.76
C 5.17 0.11 -1.14
C 3.64 2.12 -1.54
Se 2.55 1.58 -0.04
C 3.34 3.27 -2.28
C 2.03 4.00 -2.16
C 4.30 3.78 -3.15
H 7.43 3.15 -4.34
H 6.97 4.72 -3.67
H 6.18 4.13 -5.13
H 6.73 1.49 -2.79
H 6.23 -0.10 -1.21
H 4.62 -0.67 -1.67
H 4.87 0.07 -0.09
H 1.25 3.35 -1.76
H 1.71 4.36 -3.14
H 2.13 4.86 -1.50
H 4.07 4.68 -3.71

The energy above the lowest of the compared OMol25 structures with the same formula, charge and spin is 226.6 kJ/mol. As for the spin multiplicity: 1. The value obtained for the largest force on an atom is 0.0212 hartree/bohr. The value obtained for the HOMO energy (spin up / spin down) is -0.2500 / -0.2500 Ha. Its lowest unoccupied orbital energy (spin up / spin down) is -0.0018 / -0.0017 Ha. As for the gap between HOMO and LUMO (spin up / spin down): 6.8 / 6.8 eV.

The net atomic charges from Mulliken, expressed in e, are: 2.456, -1.738, 1.521, -1.333, -0.016, -1.476, -0.491, 0.608, -0.017, -0.582, 0.534, -0.344, -1.313, -0.198, -0.046, 0.702, -1.251, -1.009, 0.589, -0.466, -1.273, -1.047, -0.124, 2.599, -0.598, -2.075, 0.441, 0.360, 0.399, -0.108, 0.322, 0.512, -0.176, 0.459, 0.488, -0.180, 0.489, 0.486, 0.371, 0.062, 0.423, 0.434, -0.245, 0.493, 0.315, 0.431, 0.443, -0.434, 0.504, -0.302, -0.004, 0.360, 0.457, 0.363, -0.194, -0.471, -0.069, -0.107, -0.775, -0.647, 0.079, 0.256, 0.493, -0.213, 0.328, 0.410, 0.464, 0.293, 0.246, -1.508, 0.677, -1.120, 0.514, -1.400, 0.405, -0.201, 1.095, -1.431, -0.868, 0.344, 0.307, 0.358, 0.297, 0.413, -0.054, 0.358, -0.284, 0.414, 0.421, 0.400



Formula: C40H23ClIN10O7V
Source: OMol25
Level of theory: the ωB97M-V functional and the def2-TZVPD basis

Geometry (Å):
V -0.78 0.02 -0.97
C 2.25 -1.72 -5.17
C 0.98 -2.12 -4.78
N 0.66 -2.33 -3.51
C 1.62 -2.09 -2.61
C 2.89 -1.67 -3.00
N 3.21 -1.50 -4.28
C 1.30 -2.40 -1.19
C 2.07 -3.35 -0.57
C 1.73 -3.79 0.71
C 0.56 -3.30 1.25
C -0.18 -2.33 0.57
N 0.23 -1.82 -0.61
C -1.47 -1.86 1.07
C -2.07 -2.29 2.26
N -3.29 -1.96 2.60
C -3.96 -1.16 1.75
C -3.37 -0.66 0.62
N -2.12 -0.99 0.29
C 2.56 -4.77 1.45
C 2.70 -4.69 2.83
C 3.48 -5.63 3.48
N 4.13 -6.61 2.87
C 3.99 -6.68 1.55
C 3.23 -5.80 0.80
H 2.48 -1.55 -6.21
H 0.19 -2.27 -5.51
H 3.66 -1.49 -2.26
H 2.93 -3.76 -1.08
H 0.21 -3.66 2.21
H -1.51 -2.91 2.96
H -4.98 -0.91 2.01
H -3.87 0.05 -0.03
H 2.23 -3.89 3.39
H 3.61 -5.57 4.56
H 4.52 -7.49 1.05
H 3.15 -5.93 -0.27
O 0.60 1.23 -6.50
C 1.61 1.64 -5.75
O 2.61 2.13 -6.22
C 1.46 1.44 -4.29
C 2.42 1.77 -3.36
N 1.96 1.38 -2.17
N 0.76 0.82 -2.26
C 0.43 0.86 -3.54
C -0.89 0.22 -3.89
O -1.23 0.21 -5.08
O -1.50 -0.27 -2.91
H -0.16 0.86 -5.94
H 3.38 2.25 -3.50
H 2.34 1.55 -1.25
Cl -6.06 5.44 0.87
C -4.83 4.30 0.36
C -4.62 4.10 -0.97
C -3.65 3.19 -1.42
I -3.35 2.93 -3.46
C -2.84 2.46 -0.54
O -1.95 1.65 -0.96
C -3.09 2.68 0.88
N -2.34 1.96 1.75
C -2.53 2.13 3.04
C -3.47 3.02 3.58
C -4.25 3.75 2.72
C -4.08 3.60 1.33
H -5.21 4.65 -1.70
H -1.90 1.53 3.70
H -3.57 3.11 4.65
H -4.99 4.44 3.09
O 0.48 3.13 -0.38
C 0.56 2.42 0.61
N 0.41 1.04 0.66
C 0.68 0.63 1.94
O 0.67 -0.52 2.35
C 1.02 1.82 2.79
C 1.34 1.93 4.13
C 1.54 3.21 4.63
C 1.43 4.33 3.81
C 1.12 4.20 2.46
C 0.92 2.93 1.98
H 1.41 1.05 4.76
H 1.78 3.35 5.68
H 1.59 5.32 4.24
H 1.03 5.07 1.81

The energy above the lowest of the compared OMol25 structures with the same formula, charge and spin is 55.2 kJ/mol. As for the spin multiplicity: 4. The value obtained for the largest force on an atom is 0.0149 hartree/bohr. The value obtained for the HOMO energy (spin up / spin down) is -0.1525 / -0.1774 Ha. Its lowest unoccupied orbital energy (spin up / spin down) is 0.0475 / 0.0396 Ha. As for the net charge: -1. As for the gap between HOMO and LUMO (spin up / spin down): 5.4 / 5.9 eV.

The net atomic charges from Mulliken, expressed in e, are: 0.255, -0.456, -0.081, -0.401, 0.651, -0.430, -0.587, -0.215, -0.882, 0.925, -0.945, 0.263, 0.632, 0.436, -0.060, -0.693, -0.741, -0.585, -0.028, 0.336, -0.487, -0.388, -0.657, -0.377, -0.527, 0.391, 0.421, 0.466, 0.644, 0.656, 0.447, 0.432, 0.771, 0.487, 0.370, 0.364, 0.447, -0.620, 0.259, -0.666, 0.311, -0.591, -0.159, 0.942, -0.513, 1.297, -0.936, -0.740, 0.481, 0.516, 0.060, -0.314, 0.621, -0.584, -0.078, 0.024, -1.132, 0.600, 0.837, 0.332, -0.340, -1.315, -0.949, -0.035, 0.421, 0.484, 0.415, 0.403, -0.625, -0.443, 1.064, -0.654, -0.648, 0.104, -0.266, -0.556, -0.511, -0.587, 0.426, 0.482, 0.399, 0.414, 0.514



Formula: H16NO6
Source: OMol25
Level of theory: the ωB97M-V functional and the def2-TZVPD basis

Geometry (Å):
N 0.38 0.78 -0.10
H 0.41 -0.10 0.45
H 0.28 0.54 -1.09
H -0.52 1.24 0.11
H 1.23 1.35 -0.10
H -1.85 -1.27 -0.39
H -3.10 -0.48 0.21
O -2.27 -0.41 -0.28
H -2.08 2.89 2.23
H -2.07 3.34 0.78
O -1.99 2.55 1.33
H 4.10 1.65 -0.97
H 3.70 0.33 -1.51
O 3.36 1.04 -0.95
H -0.33 -3.65 0.27
H -1.28 -3.66 -0.97
O -0.59 -3.17 -0.51
H 1.49 0.83 2.81
H 0.10 0.29 3.47
O 0.70 0.30 2.72
H 0.33 -1.55 -3.13
H 0.56 -1.63 -1.61
O 0.37 -1.01 -2.34

The energy above the lowest of the compared OMol25 structures with the same formula, charge and spin is 28.3 kJ/mol. As for the spin multiplicity: 2. The value obtained for the largest force on an atom is 0.0329 hartree/bohr. The value obtained for the HOMO energy (spin up / spin down) is -0.0861 / -0.4085 Ha. Its lowest unoccupied orbital energy (spin up / spin down) is 0.0220 / 0.0147 Ha. As for the gap between HOMO and LUMO (spin up / spin down): 2.9 / 11.5 eV.

The net atomic charges from Mulliken, expressed in e, are: -1.434, 0.323, 0.753, 0.331, 0.567, 0.281, 0.361, -0.734, 0.324, 0.332, -0.718, 0.405, 0.354, -0.898, 0.358, 0.298, -0.705, 0.377, 0.373, -0.853, 0.268, 0.271, -0.634